1.
# C6H9NS

A single C6H9NS molecule at a distorted geometry (wB97M-V/def2-TZVPD, the OMol25 dataset).

CARTESIAN COORDINATES (ANGSTROEM)
1 S 2.80 0.05 0.06
2 C 1.36 -0.58 -0.27
3 N 0.12 -0.13 -0.12
4 C -0.26 1.15 0.44
5 C -1.62 1.31 -0.35
6 C -2.23 -0.02 -0.45
7 C -2.01 -0.92 0.81
8 C -1.07 -1.03 -0.29
9 H 1.22 -1.64 -0.86
10 H 0.47 2.05 0.31
11 H -0.24 1.10 1.58
12 H -1.34 1.73 -1.34
13 H -2.52 1.95 0.10
14 H -3.12 -0.12 -0.98
15 H -2.47 -1.94 0.76
16 H -1.72 -0.44 1.87
17 H -0.92 -2.00 -0.86

Values from the calculation:
E ... -686.86651 Ha
SMILES string ... S=CN1CC[C@@H]2C[C@@H]21
E_HOMO ... -8.210 eV
Energy relative to the best compared isomer or geometry (same formula, charge and spin) ... 60.4 kcal per mole
Orbital gap ... 9.0511 eV
Lowest unoccupied orbital energy ... 0.84 eV
Net charge ... 0

2.
# C40H80F8N14O16S8

A 10-piece molecular cluster, C40H80F8N14O16S8 overall at a distorted geometry (wB97M-V/def2-TZVPD, the OMol25 dataset).

CARTESIAN COORDINATES (ANGSTROEM)
1 C -1.75 -3.70 24.42
2 C -2.62 -4.07 23.21
3 N -3.92 -3.54 23.42
4 C -4.92 -3.96 24.32
5 C -5.99 -3.12 24.23
6 N -5.72 -2.20 23.19
7 C -4.48 -2.50 22.67
8 C -6.59 -1.14 22.75
9 H -1.37 -2.68 24.41
10 H -0.93 -4.42 24.39
11 H -2.36 -3.91 25.31
12 H -2.65 -5.15 23.34
13 H -2.13 -3.88 22.25
14 H -4.72 -4.72 25.05
15 H -6.95 -3.11 24.73
16 H -4.01 -2.03 21.81
17 H -6.92 -0.52 23.58
18 H -7.38 -1.62 22.17
19 H -6.00 -0.56 22.04
20 C -5.67 4.91 18.61
21 C -4.16 5.32 19.13
22 N -3.16 4.73 18.18
23 C -2.67 5.22 16.95
24 C -1.81 4.29 16.48
25 N -1.76 3.23 17.36
26 C -2.56 3.53 18.41
27 C -0.70 2.22 17.42
28 H -5.97 5.28 17.63
29 H -6.36 5.25 19.39
30 H -5.66 3.83 18.57
31 H -4.05 4.98 20.16
32 H -4.00 6.39 18.98
33 H -3.10 6.12 16.54
34 H -1.18 4.24 15.60
35 H -2.83 2.96 19.29
36 H -0.03 2.27 18.28
37 H 0.09 2.43 16.69
38 H -1.19 1.26 17.32
39 C -6.66 0.47 14.64
40 C -6.84 -0.36 15.90
41 N -5.95 -0.02 17.02
42 C -6.04 0.96 18.00
43 C -5.05 0.92 18.95
44 N -4.34 -0.24 18.64
45 C -4.81 -0.71 17.41
46 C -3.17 -0.70 19.38
47 H -7.27 0.06 13.83
48 H -5.59 0.59 14.46
49 H -7.02 1.48 14.83
50 H -6.66 -1.43 15.81
51 H -7.82 -0.07 16.28
52 H -6.88 1.64 18.01
53 H -5.02 1.41 19.91
54 H -4.38 -1.54 16.87
55 H -2.31 -0.46 18.76
56 H -3.12 -1.78 19.52
57 H -3.09 -0.32 20.40
58 C -7.16 -8.21 14.93
59 C -6.25 -7.13 15.63
60 N -5.87 -5.99 14.75
61 C -6.71 -5.30 13.91
62 C -6.05 -4.31 13.14
63 N -4.78 -4.21 13.68
64 C -4.79 -5.09 14.71
65 C -3.85 -3.12 13.48
66 H -7.08 -9.20 15.38
67 H -6.79 -8.42 13.93
68 H -8.20 -7.89 14.84
69 H -5.40 -7.64 16.08
70 H -6.72 -6.73 16.53
71 H -7.73 -5.66 13.90
72 H -6.42 -3.64 12.38
73 H -3.93 -5.21 15.36
74 H -4.26 -2.16 13.20
75 H -3.10 -3.27 12.70
76 H -3.41 -2.94 14.46
77 C -9.33 6.38 9.21
78 C -9.65 4.92 9.07
79 C -9.21 4.09 10.32
80 N -9.42 2.56 10.28
81 C -8.82 2.01 8.91
82 C -10.98 2.28 10.47
83 C -11.17 1.29 11.56
84 C -9.83 0.60 11.63
85 C -8.78 1.66 11.32
86 H -9.50 7.02 8.34
87 H -8.26 6.48 9.44
88 H -9.84 6.83 10.06
89 H -9.13 4.74 8.13
90 H -10.69 4.74 8.79
91 H -9.69 4.37 11.26
92 H -8.14 4.16 10.52
93 H -9.06 0.95 8.97
94 H -7.75 2.14 8.78
95 H -9.31 2.36 8.01
96 H -11.49 2.11 9.52
97 H -11.43 3.23 10.74
98 H -12.00 0.64 11.29
99 H -11.36 1.97 12.39
100 H -9.73 -0.30 11.02
101 H -9.60 0.24 12.63
102 H -7.77 1.29 11.13
103 H -8.57 2.30 12.18
104 C 2.53 1.20 11.14
105 C 1.05 1.17 11.54
106 C 0.58 2.62 11.62
107 N -0.94 2.67 12.05
108 C -1.76 2.05 10.83
109 C -1.33 1.91 13.34
110 C -2.78 2.43 13.66
111 C -2.80 3.91 13.15
112 C -1.47 4.07 12.34
113 H 2.80 1.96 10.41
114 H 2.98 0.26 10.82
115 H 3.20 1.39 11.98
116 H 0.90 0.61 12.46
117 H 0.40 0.58 10.89
118 H 0.58 3.17 10.68
119 H 1.09 3.29 12.32
120 H -1.81 0.96 10.82
121 H -1.38 2.47 9.90
122 H -2.78 2.41 10.87
123 H -1.17 0.84 13.34
124 H -0.77 2.21 14.23
125 H -3.46 1.80 13.10
126 H -2.95 2.41 14.74
127 H -3.63 4.10 12.47
128 H -2.86 4.52 14.05
129 H -1.71 4.67 11.46
130 H -0.84 4.67 13.00
131 N -4.79 -3.49 19.94
132 S -4.29 -5.02 19.33
133 O -4.20 -5.17 17.85
134 O -4.57 -6.18 20.11
135 F -2.66 -4.76 19.53
136 S -6.20 -3.73 19.36
137 O -6.97 -4.64 20.20
138 O -6.39 -3.57 17.90
139 F -6.85 -2.30 19.98
140 N -8.64 2.77 16.82
141 S -8.53 4.15 15.99
142 O -8.61 5.35 16.84
143 O -8.88 4.29 14.55
144 F -6.93 4.07 15.76
145 S -9.94 2.41 16.26
146 O -9.96 1.71 14.95
147 O -11.08 3.24 16.52
148 F -10.26 1.12 17.22
149 N -2.91 2.07 21.42
150 S -1.76 1.29 22.36
151 O -1.97 -0.10 22.87
152 O -0.94 2.17 23.21
153 F -0.77 0.99 21.24
154 S -3.71 2.32 22.64
155 O -3.48 3.49 23.48
156 O -4.47 1.17 23.11
157 F -4.89 2.94 21.78
158 N -5.61 -2.89 10.27
159 S -5.91 -1.23 10.31
160 O -5.98 -0.52 9.05
161 O -5.50 -0.41 11.46
162 F -7.48 -1.41 10.66
163 S -4.37 -2.80 9.43
164 O -3.16 -2.10 9.87
165 O -4.53 -3.04 7.95
166 F -3.86 -4.28 9.79

Values from the calculation:
Multiplicity ... 2
E ... -7526.18684 Ha
<S²> ... 0.757
E_HOMO (spin up / spin down) ... -5.522 / -10.224 eV
Orbital gap (spin up / spin down) ... 3.1063 / 7.7756 eV
Lowest unoccupied orbital energy (spin up / spin down) ... -2.42 / -2.45 eV
Net charge ... +1

3.
# C3H6N2OS

A single C3H6N2OS molecule (wB97M-V/def2-TZVPD, the OMol25 dataset).

CARTESIAN COORDINATES (ANGSTROEM)
1 N -0.92 -2.17 0.63
2 C -1.72 -1.21 0.08
3 N -1.61 0.07 0.15
4 C -0.50 0.57 0.94
5 C 0.81 0.37 0.19
6 O 1.60 -0.51 0.46
7 S 1.13 1.45 -1.19
8 H 0.03 -1.94 0.86
9 H -1.08 -3.11 0.35
10 H -2.58 -1.59 -0.46
11 H -0.38 0.05 1.87
12 H -0.67 1.63 1.16
13 H -0.03 2.12 -1.16

Values from the calculation:
E ... -700.84709 Ha
SMILES string ... N/C=N\CC(=O)S
E_HOMO ... -9.280 eV
Energy relative to the best compared isomer or geometry (same formula, charge and spin) ... 26.4 kcal per mole
Orbital gap ... 10.0438 eV
Lowest unoccupied orbital energy ... 0.76 eV
Net charge ... 0

4.
# C40H45MoN7P

C40H45MoN7P as an isolated structure at a distorted geometry (wB97M-V/def2-TZVPD, the OMol25 dataset).

CARTESIAN COORDINATES (ANGSTROEM)
1 Mo -0.24 0.14 -0.89
2 C -1.58 3.54 0.68
3 C -0.28 3.49 1.48
4 C 0.57 2.24 1.29
5 N 0.75 1.79 -0.09
6 C 1.58 2.46 -0.88
7 C 2.35 3.57 -0.43
8 C 3.03 4.53 -1.13
9 C 3.17 4.73 -2.50
10 C 2.73 3.85 -3.47
11 C 2.14 2.59 -3.34
12 C 1.71 1.88 -2.23
13 N 1.23 0.61 -2.29
14 C 1.42 -0.13 -3.53
15 C 0.22 -0.04 -4.45
16 C -0.97 -0.73 -3.82
17 N -1.46 -0.07 -2.60
18 C -2.74 0.37 -2.57
19 C -3.50 0.59 -3.72
20 C -4.84 0.93 -3.91
21 C -5.84 1.12 -2.98
22 C -5.67 1.09 -1.60
23 C -4.52 0.95 -0.85
24 C -3.18 0.72 -1.21
25 N -2.18 0.73 -0.33
26 C -2.45 1.14 1.05
27 C -2.69 2.64 1.21
28 H -1.38 3.30 -0.37
29 H -1.94 4.57 0.68
30 H -0.50 3.56 2.55
31 H 0.31 4.38 1.24
32 H 0.11 1.40 1.81
33 H 1.55 2.37 1.76
34 H 2.36 3.70 0.64
35 H 3.51 5.29 -0.51
36 H 3.66 5.63 -2.83
37 H 2.89 4.16 -4.50
38 H 1.98 2.10 -4.29
39 H 1.58 -1.17 -3.26
40 H 2.34 0.20 -4.03
41 H 0.45 -0.55 -5.39
42 H -0.01 1.00 -4.70
43 H -0.67 -1.73 -3.51
44 H -1.77 -0.86 -4.55
45 H -2.95 0.49 -4.65
46 H -5.13 1.03 -4.94
47 H -6.83 1.32 -3.36
48 H -6.57 1.25 -1.02
49 H -4.70 1.03 0.21
50 H -1.61 0.82 1.65
51 H -3.30 0.58 1.45
52 H -2.85 2.84 2.27
53 H -3.62 2.92 0.70
54 N -2.20 -3.11 -1.16
55 N -0.88 -3.15 -1.73
56 H -2.62 -4.03 -1.13
57 H -2.77 -2.52 -1.76
58 H -0.81 -3.87 -2.44
59 H -0.22 -3.37 -0.99
60 N 0.16 -1.05 0.48
61 P 0.97 -1.69 1.68
62 C 0.19 -1.36 3.27
63 C -0.58 -2.31 3.93
64 C -1.23 -2.00 5.12
65 C -1.11 -0.73 5.67
66 C -0.33 0.23 5.03
67 C 0.31 -0.09 3.84
68 C 2.64 -1.02 1.80
69 C 3.36 -1.03 2.99
70 C 4.65 -0.52 3.03
71 C 5.22 0.01 1.88
72 C 4.51 0.01 0.69
73 C 3.22 -0.51 0.64
74 C 1.10 -3.47 1.53
75 C 2.33 -4.11 1.69
76 C 2.42 -5.49 1.58
77 C 1.29 -6.24 1.31
78 C 0.06 -5.61 1.15
79 C -0.04 -4.24 1.25
80 H -0.68 -3.31 3.53
81 H -1.83 -2.75 5.61
82 H -1.61 -0.50 6.59
83 H -0.22 1.21 5.46
84 H 0.94 0.67 3.39
85 H 2.93 -1.44 3.89
86 H 5.20 -0.53 3.96
87 H 6.22 0.41 1.91
88 H 4.96 0.41 -0.21
89 H 2.67 -0.49 -0.29
90 H 3.22 -3.53 1.89
91 H 3.38 -5.98 1.70
92 H 1.36 -7.32 1.23
93 H -0.83 -6.20 0.94
94 H -1.00 -3.75 1.11

Values from the calculation:
E ... -2343.89099 Ha
E_HOMO (spin up / spin down) ... -9.183 / -9.182 eV
Orbital gap (spin up / spin down) ... 6.6868 / 6.6865 eV
Lowest unoccupied orbital energy (spin up / spin down) ... -2.50 / -2.50 eV
Net charge ... +1

5.
# C7H9NO3

A single C7H9NO3 molecule at a distorted geometry (wB97M-V/def2-TZVPD, the OMol25 dataset).

CARTESIAN COORDINATES (ANGSTROEM)
1 N 2.54 0.50 0.78
2 C 1.75 -0.30 -0.03
3 O 2.26 -1.18 -0.72
4 C 0.33 -0.12 0.07
5 C -0.19 1.08 -0.20
6 O 0.66 2.19 -0.29
7 C -1.66 1.44 -0.24
8 C -2.53 0.34 0.44
9 C -2.11 -0.98 -0.08
10 C -0.66 -1.25 -0.01
11 O -0.28 -2.42 0.13
12 H 2.13 1.32 1.27
13 H 3.53 0.39 0.80
14 H 0.13 2.96 -0.55
15 H -1.66 2.35 0.31
16 H -1.95 1.66 -1.26
17 H -2.18 0.29 1.52
18 H -3.58 0.54 0.37
19 H -2.33 -1.12 -1.16
20 H -2.53 -1.87 0.53

Values from the calculation:
E ... -552.60458 Ha
SMILES string ... NC(=O)C1=C(O)CCCC1=O
E_HOMO ... -9.294 eV
Energy relative to the best compared isomer or geometry (same formula, charge and spin) ... 0.3 kcal per mole
Orbital gap ... 9.5712 eV
Lowest unoccupied orbital energy ... 0.28 eV
Net charge ... 0

6.
# C5H7NO

A single C5H7NO molecule (wB97M-V/def2-TZVPD, the OMol25 dataset).

CARTESIAN COORDINATES (ANGSTROEM)
1 C 2.22 1.25 -0.34
2 C 1.57 0.24 -0.39
3 C 0.68 -0.93 -0.41
4 C -0.29 -0.87 0.78
5 N -1.04 0.37 0.73
6 C -1.74 0.63 -0.41
7 O -1.98 -0.23 -1.23
8 H 2.81 2.14 -0.25
9 H 1.25 -1.86 -0.40
10 H 0.06 -0.91 -1.32
11 H -1.00 -1.71 0.72
12 H 0.28 -0.93 1.72
13 H -0.77 1.13 1.34
14 H -2.06 1.68 -0.54

Values from the calculation:
E ... -324.65751 Ha
SMILES string ... C#CCCNC=O
E_HOMO ... -9.703 eV
Energy relative to the best compared isomer or geometry (same formula, charge and spin) ... 42.0 kcal per mole
Orbital gap ... 10.6062 eV
Lowest unoccupied orbital energy ... 0.90 eV
Net charge ... 0

7.
# C31H39N11OSSr

C31H39N11OSSr as an isolated structure at a distorted geometry (wB97M-V/def2-TZVPD, the OMol25 dataset).

CARTESIAN COORDINATES (ANGSTROEM)
1 Sr -0.46 0.44 -0.37
2 C -1.73 2.99 -1.66
3 C -2.51 1.92 -2.49
4 C -3.50 1.13 -1.65
5 C -4.87 1.28 -1.83
6 C -5.73 0.53 -1.04
7 C -5.21 -0.31 -0.08
8 C -3.83 -0.37 0.06
9 N -3.00 0.34 -0.70
10 N -0.32 2.63 -1.35
11 C 0.18 3.38 -0.16
12 C -0.63 3.17 1.13
13 C -1.17 4.25 1.80
14 C -1.86 4.03 2.99
15 C -1.97 2.75 3.48
16 C -1.40 1.71 2.76
17 N -0.74 1.91 1.62
18 C 0.58 2.75 -2.51
19 C 0.66 1.51 -3.39
20 C 0.76 1.65 -4.76
21 C 0.93 0.51 -5.54
22 C 1.00 -0.72 -4.92
23 C 0.87 -0.77 -3.54
24 N 0.71 0.32 -2.78
25 H -2.26 3.12 -0.72
26 H -1.74 3.97 -2.16
27 H -1.84 1.22 -2.99
28 H -3.06 2.43 -3.29
29 H -5.25 1.94 -2.59
30 H -6.80 0.62 -1.17
31 H -5.85 -0.92 0.55
32 H -3.37 -1.01 0.80
33 H 0.22 4.45 -0.37
34 H 1.20 3.04 0.03
35 H -1.07 5.25 1.39
36 H -2.29 4.87 3.52
37 H -2.49 2.54 4.40
38 H -1.46 0.68 3.09
39 H 1.59 2.93 -2.13
40 H 0.31 3.62 -3.11
41 H 0.70 2.63 -5.22
42 H 1.00 0.59 -6.62
43 H 1.12 -1.63 -5.48
44 H 0.89 -1.71 -3.01
45 N 6.45 -1.19 2.36
46 C 5.16 -1.10 1.55
47 C 4.97 0.34 1.09
48 C 3.71 0.50 0.21
49 N 2.44 0.50 0.95
50 C 3.68 -0.56 -0.89
51 C 3.91 -1.99 -0.39
52 N 2.84 -2.40 0.52
53 C 5.24 -2.05 0.37
54 H 6.43 -0.56 3.16
55 H 7.26 -0.94 1.79
56 H 6.60 -2.14 2.71
57 H 4.37 -1.41 2.22
58 H 5.84 0.64 0.49
59 H 4.91 1.02 1.95
60 H 3.81 1.49 -0.25
61 H 2.47 1.10 1.76
62 H 2.25 -0.45 1.26
63 H 4.45 -0.32 -1.63
64 H 2.72 -0.50 -1.41
65 H 4.00 -2.64 -1.26
66 H 2.93 -3.38 0.75
67 H 1.92 -2.28 0.10
68 H 6.06 -1.76 -0.30
69 H 5.43 -3.08 0.71
70 O -0.01 -1.76 -0.42
71 N -0.61 -2.91 -0.25
72 C -1.57 -3.17 -1.08
73 C -1.94 -2.26 -2.13
74 N -2.19 -1.51 -2.97
75 C -2.29 -4.40 -0.90
76 N -2.90 -5.36 -0.75
77 S -1.91 -3.89 3.48
78 C -0.25 -3.67 3.16
79 C -0.05 -2.42 2.66
80 N -1.18 -1.64 2.53
81 C -2.22 -2.32 2.94
82 H 0.47 -4.44 3.33
83 H 0.90 -2.04 2.34
84 H -3.22 -1.91 2.95

Values from the calculation:
E ... -2310.73342 Ha
E_HOMO ... -13.268 eV
Energy relative to the best compared isomer or geometry (same formula, charge and spin) ... 44.0 kcal per mole
Orbital gap ... 8.2456 eV
Lowest unoccupied orbital energy ... -5.02 eV
Net charge ... +2

8.
# C3H7NO

A single C3H7NO molecule at a distorted geometry (wB97M-V/def2-TZVPD, the OMol25 dataset).

CARTESIAN COORDINATES (ANGSTROEM)
1 C -0.53 0.74 1.26
2 N -0.40 -0.55 0.61
3 C 0.64 -0.82 -0.37
4 C 0.32 -0.02 -1.55
5 O 1.72 -0.01 -0.46
6 H 0.38 1.32 1.08
7 H -0.63 0.61 2.34
8 H -1.39 1.31 0.89
9 H -1.15 -1.22 0.72
10 H 0.76 -1.90 -0.51
11 H -0.04 0.99 -1.47
12 H 0.33 -0.44 -2.55

Values from the calculation:
E ... -248.38413 Ha
SMILES string ... CN[C@H]1CO1
E_HOMO ... -8.016 eV
Energy relative to the best compared isomer or geometry (same formula, charge and spin) ... 89.3 kcal per mole
Orbital gap ... 8.7781 eV
Lowest unoccupied orbital energy ... 0.76 eV
Net charge ... 0